Here is one molecule with the formula C10H10O in a non-equilibrium geometry from the Open Molecules 2025 dataset. Energies are from wB97M-V/def2-TZVPD.

Structure (XYZ):
```
21
Properties=species:S:1:pos:R:3:forces:R:3:lowdin_charge:R:1
C -1.896 -1.677 -0.541 -1.58 0.00 -0.60 -0.10
C -0.688 -2.211 -0.381 0.82 0.49 0.04 -0.11
C -2.319 -0.436 0.277 -0.87 -0.78 -0.52 -0.12
C 0.254 -1.553 0.558 1.50 0.08 1.72 -0.12
C -2.004 0.776 -0.115 -0.46 0.77 0.14 -0.07
C 1.499 -1.054 0.392 -2.16 -0.99 -0.23 0.01
C 0.073 1.669 0.405 -0.58 -0.02 1.74 -0.17
C 1.299 1.297 -0.396 1.45 -0.69 0.41 -0.09
C -1.418 1.948 -0.216 3.48 -4.46 1.88 0.01
C 2.241 -0.051 0.032 -3.52 3.41 -0.88 -0.32
O 3.540 0.129 -0.242 0.71 -2.66 0.74 0.04
H -2.643 -2.108 -1.297 1.13 0.54 1.36 0.12
H -0.271 -3.110 -0.832 -0.60 0.20 -0.47 0.11
H -3.020 -0.548 1.166 1.14 -0.02 -1.09 0.13
H -0.132 -1.585 1.602 0.34 0.16 -0.53 0.12
H -0.054 0.766 1.007 -0.45 0.29 0.23 0.07
H 0.376 2.440 1.136 -0.42 0.02 -0.37 0.11
H 1.029 1.119 -1.386 -0.47 -0.73 -1.85 0.08
H 1.931 2.155 -0.472 0.95 0.44 0.17 0.09
H -1.636 2.853 -0.619 -0.96 2.15 -1.38 0.05
H 3.838 -0.819 -0.077 0.54 1.79 -0.51 0.15
```
Positions in Å, forces in eV/Å.

Energy relative to the best compared isomer or geometry (same formula, charge and spin) in kcal per mole: 157.41
LUMO in eV: 0.4
M in g mol⁻¹: 146.2
Frontier orbital gap in eV: 9.09
2S+1: 1

***

Here is one molecule with the formula C10H10OP2 in a non-equilibrium geometry from the Open Molecules 2025 dataset. Energies are from wB97M-V/def2-TZVPD.

Structure (XYZ):
```
23
Properties=species:S:1:pos:R:3:forces:R:3:lowdin_charge:R:1
C 2.568 1.364 0.768 -1.07 -0.80 -2.01 -0.06
C 1.561 1.440 1.693 2.92 0.07 1.11 -0.10
C 2.268 1.146 -0.638 1.05 0.52 3.62 -0.06
C 0.281 1.290 1.256 -2.26 0.96 2.10 -0.14
C 1.005 0.996 -1.033 -2.32 -0.30 0.95 -0.11
C -0.028 1.041 -0.027 0.13 -0.57 -2.43 -0.38
C -0.732 -2.054 0.079 1.39 -1.83 -1.36 -0.25
C -1.435 -1.682 1.118 -1.53 -0.07 2.53 -0.16
C -0.826 -1.248 -1.129 -0.73 0.04 -0.78 -0.69
C -2.333 -0.445 0.898 -0.19 -3.90 -3.53 -0.32
O -0.652 -0.473 -3.601 -0.43 1.63 -0.49 -0.41
P -0.657 -1.785 -2.720 0.50 -1.47 1.90 0.88
P -1.622 0.343 -0.625 0.03 0.16 -0.61 1.00
H 3.564 1.206 1.077 1.09 0.36 0.30 0.08
H 1.916 1.464 2.761 -1.05 0.22 -1.07 0.13
H 3.093 0.889 -1.206 1.39 -0.08 -1.58 0.08
H -0.523 1.437 2.003 0.36 -0.53 -0.46 0.12
H 0.758 0.634 -2.021 0.23 0.30 -0.07 0.07
H -0.091 -2.967 0.048 -0.69 0.71 0.24 0.11
H -1.536 -2.345 2.045 0.27 1.24 -1.31 0.12
H -3.393 -0.812 0.680 1.25 0.62 0.17 0.11
H -2.378 0.269 1.585 -0.14 2.67 3.42 0.00
H -0.807 0.294 -3.012 -0.19 0.05 -0.66 -0.01
```
Positions in Å, forces in eV/Å.

Energy relative to the best compared isomer or geometry (same formula, charge and spin) in kcal per mole: 7.25
LUMO in eV: 0.0
SMILES: O/P=C1/C=CCP1c1ccccc1
M in g mol⁻¹: 208.1
Frontier orbital gap in eV: 8.11
2S+1: 1

***

Here is a 2-piece molecular cluster, C10H11Cl2NOS overall in a non-equilibrium geometry from the Open Molecules 2025 dataset. Energies are from wB97M-V/def2-TZVPD.

Structure (XYZ):
```
26
Properties=species:S:1:pos:R:3:forces:R:3:lowdin_charge:R:1
C 4.806 1.530 0.130 -3.29 -1.80 0.30 -0.04
C 3.388 1.827 0.096 2.47 -3.82 -0.14 -0.02
C 5.188 0.155 0.217 -3.16 2.55 -0.63 -0.04
C 2.457 0.754 0.009 -1.53 3.96 0.13 -0.04
C 4.197 -0.814 0.146 0.25 2.07 -0.09 0.00
C 2.862 -0.504 -0.002 0.65 -1.92 -0.11 -0.31
C 0.736 -1.554 0.257 -0.82 0.92 0.16 -0.98
C -3.871 -0.169 -0.234 3.04 -1.56 0.25 -0.08
C -3.575 -1.055 -1.451 -1.46 0.91 -0.03 -0.16
C -3.118 -1.617 -0.169 -2.86 0.77 0.79 -0.46
N -1.807 -1.623 0.273 0.35 0.02 0.87 -0.40
O 1.983 -1.575 -0.256 -0.11 -0.36 0.19 -0.10
S -0.633 -1.613 -0.710 2.04 -0.10 0.56 1.05
Cl 0.543 -1.185 1.970 0.27 -0.47 -0.97 0.67
Cl -0.932 2.549 3.984 -1.61 -2.58 -0.18 0.14
H 5.520 2.302 0.104 0.74 0.81 0.09 0.08
H 3.033 2.786 0.107 -0.72 2.34 -0.04 0.07
H 6.198 -0.025 0.223 2.16 -0.97 0.20 0.07
H 1.364 0.974 -0.050 1.03 -0.07 0.00 0.13
H 4.445 -1.791 0.136 0.89 -3.18 0.04 0.09
H -3.085 0.520 0.103 -0.70 0.16 -0.53 0.09
H -4.816 -0.100 0.242 -0.74 -0.03 0.01 0.07
H -4.537 -1.425 -1.885 1.40 0.10 -0.04 0.12
H -2.795 -0.637 -2.090 -0.51 -0.36 -0.28 0.08
H -3.784 -2.306 0.386 0.61 0.06 -0.71 0.13
H -1.680 1.351 3.901 1.62 2.56 0.15 -0.14
```
Positions in Å, forces in eV/Å.

Energy relative to the best compared isomer or geometry (same formula, charge and spin) in kcal per mole: 0.00
LUMO (alpha / beta) in eV: -0.2 / -0.2
M in g mol⁻¹: 264.2
Frontier orbital gap (alpha / beta) in eV: 7.32 / 7.33
2S+1: 1

***

Here is C10H11ClF4IrN2 as an isolated structure from the Open Molecules 2025 dataset. Energies are from wB97M-V/def2-TZVPD.

Structure (XYZ):
```
29
Properties=species:S:1:pos:R:3:forces:R:3:lowdin_spin:R:1
Ir 0.287 -0.042 -1.676 -0.77 -0.51 -0.16 0.11
C 0.681 2.768 -2.397 0.05 0.16 0.05 0.00
N 0.122 1.908 -1.314 0.05 0.02 -0.22 0.01
C -1.353 2.126 -1.204 -0.04 0.21 0.03 0.02
C 0.830 2.117 -0.020 0.05 0.06 0.13 0.00
C 0.484 1.007 0.969 0.25 0.06 0.08 0.02
N 0.208 -0.244 0.215 -0.27 0.10 0.36 0.26
C -0.068 -1.427 0.811 0.27 -0.11 0.11 0.08
C -0.426 -2.556 0.018 0.14 0.10 0.12 0.06
F -0.464 -2.401 -1.318 0.13 0.19 -0.20 0.01
C -0.702 -3.772 0.566 -0.05 -0.11 0.00 0.02
F -1.047 -4.772 -0.208 0.04 0.01 0.01 0.00
C -0.614 -3.957 1.954 0.02 0.01 0.00 0.19
C -0.248 -2.894 2.762 -0.03 -0.10 0.04 0.00
F -0.142 -3.050 4.061 -0.01 0.01 -0.02 -0.01
C 0.021 -1.653 2.223 -0.04 0.12 -0.09 0.12
F 0.373 -0.672 3.025 -0.01 0.03 0.02 0.05
H 0.469 3.812 -2.163 0.00 -0.01 0.02 0.00
H 0.203 2.510 -3.341 0.00 -0.02 0.01 0.00
H 1.754 2.612 -2.463 0.00 -0.02 -0.01 0.00
H -1.546 3.172 -0.953 0.06 -0.01 0.03 0.00
H -1.779 1.500 -0.419 0.01 -0.03 -0.01 0.00
H -1.823 1.915 -2.163 0.00 -0.02 0.01 0.00
H 0.585 3.101 0.384 -0.06 -0.02 0.01 0.00
H 1.896 2.102 -0.241 0.01 -0.03 -0.04 0.00
H -0.368 1.229 1.612 -0.09 0.03 -0.14 0.01
H 1.344 0.875 1.623 -0.02 -0.10 0.05 0.01
H -0.816 -4.931 2.386 -0.02 0.00 -0.01 0.01
Cl 2.139 -0.380 -2.728 0.35 -0.01 -0.16 0.05
```
Positions in Å, forces in eV/Å.

Energy relative to the best compared isomer or geometry (same formula, charge and spin) in kcal per mole: 2.85
LUMO (alpha / beta) in eV: -9.9 / -10.8
M in g mol⁻¹: 462.9
<S²>: 0.873
Frontier orbital gap (alpha / beta) in eV: 6.87 / 6.19
Net charge: +2
2S+1: 2

***

Here is one molecule with the formula C10H11ClN4S in a non-equilibrium geometry from the Open Molecules 2025 dataset. Energies are from wB97M-V/def2-TZVPD.

Structure (XYZ):
```
27
Properties=species:S:1:pos:R:3:forces:R:3:lowdin_charge:R:1
Cl 2.337 -0.910 3.262 -0.19 -0.51 0.15 0.75
N 0.502 -0.497 1.357 4.51 -1.63 4.57 0.14
N 0.007 1.556 0.632 0.09 5.76 -1.41 0.16
S 1.383 3.858 1.629 -0.74 0.35 -1.11 1.04
C 2.624 3.454 2.744 -0.44 -0.96 1.37 -0.41
C 2.609 2.140 3.079 0.32 0.32 -1.04 -0.12
C -0.065 0.298 0.515 -1.47 -3.00 -2.27 -0.42
C 1.421 0.080 2.213 -2.53 -2.98 -2.53 -0.62
C 0.946 2.179 1.422 -3.37 -0.32 -2.75 -0.49
C 1.688 1.405 2.192 3.48 0.13 4.10 -0.34
N -2.054 -2.098 -2.581 0.66 0.34 -0.07 -0.08
N -0.751 -0.470 -0.526 1.39 0.21 0.47 -0.05
C -0.669 -2.472 -2.198 -0.72 1.50 0.21 -0.21
C -2.199 -0.620 -2.631 0.41 0.01 1.00 -0.18
C -0.292 -1.887 -0.834 -0.15 0.18 1.92 -0.16
C -1.807 0.151 -1.293 1.87 -0.23 -1.75 -0.16
H 3.141 4.201 3.336 -0.03 0.14 -0.47 0.08
H 3.247 1.741 3.866 -0.28 -0.15 -0.40 0.10
H -2.651 -2.593 -1.930 -0.43 0.50 0.05 0.10
H -0.664 -3.560 -2.057 0.43 0.26 -0.52 0.11
H 0.054 -2.077 -2.949 -0.60 -0.64 0.18 0.12
H -3.245 -0.283 -2.763 0.48 -0.62 -0.47 0.11
H -1.590 -0.328 -3.494 -0.14 0.24 0.22 0.10
H -0.655 -2.599 -0.046 -0.10 0.70 -0.45 0.11
H 0.790 -1.951 -0.709 0.04 0.31 -0.06 0.10
H -2.712 0.102 -0.763 -1.26 0.62 1.17 0.08
H -1.394 1.177 -1.474 -1.22 -0.52 -0.12 0.12
```
Positions in Å, forces in eV/Å.

LUMO in eV: 0.2
SMILES: Clc1nc(N2CCNCC2)nc2sccc12
M in g mol⁻¹: 254.7
Frontier orbital gap in eV: 8.33
2S+1: 1

***

Here is a 2-piece molecular cluster, C10H11F3N2 overall in a non-equilibrium geometry from the Open Molecules 2025 dataset. Energies are from wB97M-V/def2-TZVPD.

Structure (XYZ):
```
26
Properties=species:S:1:pos:R:3:forces:R:3:lowdin_charge:R:1
C -3.605 -0.643 -1.590 1.41 -0.12 1.30 -0.09
C -2.960 0.526 -1.344 1.19 3.03 0.61 -0.10
C -3.294 -1.769 -0.857 -1.32 -2.57 -0.94 -0.08
C -1.999 0.674 -0.378 -0.40 -4.77 0.50 0.00
C -2.292 -1.751 0.076 0.91 1.53 0.63 -0.05
C -1.624 -0.539 0.287 -0.64 1.82 -0.34 -0.20
C 1.560 0.240 2.067 2.05 0.61 2.69 -0.25
C 2.848 0.655 1.261 -3.02 2.10 -0.52 -0.20
C -0.516 -0.520 1.206 2.77 -2.90 2.43 -0.13
C 2.937 -0.373 -0.773 -0.54 -0.66 -0.83 -0.47
N 0.428 0.319 1.279 -2.21 1.02 -1.72 0.02
N 3.153 -0.442 0.422 1.00 -0.77 0.07 0.14
F 2.373 0.654 -1.384 -0.11 0.32 -0.89 0.13
F 3.131 -1.349 -1.647 0.01 0.53 0.35 0.16
F 2.699 3.407 -2.050 0.34 1.47 -0.54 -0.05
H -4.195 -0.581 -2.410 -2.33 -0.69 -2.18 0.08
H -3.067 1.502 -1.829 -0.94 -0.75 -0.68 0.12
H -3.810 -2.756 -1.090 0.63 1.47 0.33 0.13
H -1.514 1.560 -0.211 1.17 1.95 0.52 0.08
H -1.926 -2.560 0.695 -0.43 -0.42 -0.32 0.11
H 1.745 -0.744 2.522 -0.04 -0.35 -0.32 0.11
H 1.485 0.885 3.019 -0.08 -0.35 -1.59 0.14
H 2.628 1.690 0.739 0.21 -2.07 0.62 0.15
H 3.670 0.869 1.861 1.34 0.00 1.47 0.08
H -0.361 -1.541 1.852 -0.60 1.98 -1.18 0.16
H 2.506 2.590 -1.724 -0.34 -1.45 0.53 0.01
```
Positions in Å, forces in eV/Å.

Energy relative to the best compared isomer or geometry (same formula, charge and spin) in kcal per mole: 0.00
LUMO in eV: 0.2
SMILES: FC(F)=NCC/N=C/c1ccccc1.F
M in g mol⁻¹: 216.2
Frontier orbital gap in eV: 9.38
2S+1: 1

***

Here is C10H11F4N2S3SbV as an isolated structure in a non-equilibrium geometry from the Open Molecules 2025 dataset. Energies are from wB97M-V/def2-TZVPD.

Structure (XYZ):
```
32
Properties=species:S:1:pos:R:3:forces:R:3:lowdin_spin:R:1
V -0.332 -0.615 0.157 -1.53 0.22 1.26 1.98
C -1.781 2.387 -0.092 0.07 0.04 0.05 0.00
N -0.481 1.878 0.359 0.04 -0.05 0.05 0.00
C 0.587 2.439 -0.465 -0.06 -0.01 -0.06 0.01
C -0.275 2.198 1.791 0.05 0.10 -0.07 0.00
C -0.563 0.963 2.630 0.13 0.08 -0.01 0.00
N 0.244 -0.087 2.038 0.29 -0.09 -0.10 -0.01
C 1.542 -0.212 2.363 0.19 -0.02 -0.03 0.00
C 2.431 -0.641 1.353 -0.17 0.05 0.05 0.00
F 1.880 -0.766 0.099 0.25 0.01 -0.18 0.02
C 3.772 -0.855 1.523 0.05 -0.01 0.02 0.00
F 4.520 -1.246 0.478 -0.02 0.00 0.00 0.00
C 4.366 -0.642 2.755 0.00 -0.01 -0.01 0.00
C 3.536 -0.197 3.767 0.02 0.01 0.02 0.00
F 4.065 0.027 4.987 0.00 0.00 0.02 0.00
C 2.184 0.017 3.601 -0.07 -0.01 -0.05 0.00
F 1.471 0.421 4.676 0.03 -0.02 0.01 0.00
H -1.828 3.478 0.043 0.00 0.00 -0.02 0.00
H -2.573 1.901 0.474 -0.03 -0.01 0.02 0.00
H -1.927 2.131 -1.137 -0.01 -0.02 -0.03 0.00
H 0.621 3.537 -0.397 0.00 0.00 0.00 0.00
H 0.421 2.157 -1.505 0.00 -0.01 0.00 0.00
H 1.551 2.041 -0.144 0.00 0.00 0.00 0.00
H -0.888 3.058 2.086 -0.01 0.01 -0.03 0.00
H 0.774 2.478 1.928 -0.01 0.01 0.04 0.00
H -1.605 0.683 2.515 -0.07 -0.02 0.08 0.00
H -0.369 1.140 3.689 0.07 0.04 -0.06 0.00
H 5.417 -0.818 2.920 0.00 0.00 0.00 0.00
S -3.056 -0.725 1.133 0.27 0.14 0.01 -0.03
Sb -2.622 -2.144 -0.645 0.07 -0.31 -0.26 0.01
S -1.437 -0.431 -1.901 0.34 0.13 -0.60 0.02
S -0.480 -2.886 0.303 0.11 -0.27 -0.12 -0.01
```
Positions in Å, forces in eV/Å.

Energy relative to the best compared isomer or geometry (same formula, charge and spin) in kcal per mole: 0.00
LUMO (alpha / beta) in eV: 2.8 / 2.8
M in g mol⁻¹: 504.1
<S²>: 2.029
Frontier orbital gap (alpha / beta) in eV: 6.97 / 7.08
Net charge: -1
2S+1: 3

***

Here is C10H11FMoN3SSe3Te as an isolated structure from the Open Molecules 2025 dataset. Energies are from wB97M-V/def2-TZVPD.

Structure (XYZ):
```
31
Properties=species:S:1:pos:R:3:forces:R:3:lowdin_spin:R:1
Mo 0.331 0.042 0.741 0.34 0.31 0.78 1.78
Se 1.623 2.007 -0.027 -0.03 -0.09 0.12 0.04
Se 3.225 1.907 1.716 -0.03 -0.01 0.01 0.05
Te 1.751 0.531 3.221 -0.15 -0.08 -0.40 -0.02
Se 1.698 -1.622 1.947 0.09 0.04 -0.01 0.00
F -4.543 0.214 4.307 0.01 0.00 0.01 0.01
C -3.509 0.318 3.467 -0.02 0.01 0.00 0.02
C -2.908 1.562 3.312 0.03 0.01 -0.01 0.00
C -1.824 1.677 2.465 -0.02 0.01 0.00 0.02
C -1.370 0.563 1.751 0.01 -0.07 -0.23 -0.02
C -2.034 -0.658 1.897 0.03 -0.03 -0.04 0.03
C -3.092 -0.807 2.786 -0.05 0.05 -0.04 -0.01
H -3.288 2.407 3.871 -0.01 -0.01 0.01 0.00
H -1.321 2.631 2.365 0.01 0.00 0.00 0.00
H -1.717 -1.534 1.326 -0.02 -0.02 0.02 0.00
H -3.601 -1.749 2.935 0.00 -0.01 -0.02 0.00
C 3.900 -0.768 -2.427 -0.02 -0.01 0.00 0.00
C 2.750 -1.645 -2.934 0.01 0.01 -0.01 0.00
C 1.431 -1.039 -2.587 -0.14 0.04 -0.04 0.00
N 0.956 -0.970 -1.399 0.09 -0.06 -0.07 0.03
N -0.225 -0.276 -1.305 -0.15 -0.05 -0.07 0.02
C -0.655 0.194 -2.453 -0.01 -0.03 0.03 0.02
N -1.768 0.918 -2.586 -0.01 0.02 0.01 0.01
S 0.395 -0.247 -3.753 0.04 -0.02 -0.03 0.01
H 4.852 -1.243 -2.653 0.01 0.00 0.00 0.00
H 3.827 -0.629 -1.348 0.00 0.00 0.00 0.00
H 3.885 0.213 -2.901 0.00 0.01 0.00 0.00
H 2.792 -2.633 -2.475 0.00 0.00 0.00 0.00
H 2.816 -1.784 -4.013 0.00 -0.02 0.00 0.00
H -2.319 1.133 -1.771 -0.01 -0.01 0.00 0.00
H -2.057 1.285 -3.475 0.00 0.00 0.00 0.00
```
Positions in Å, forces in eV/Å.

Energy relative to the best compared isomer or geometry (same formula, charge and spin) in kcal per mole: 0.77
LUMO (alpha / beta) in eV: -4.5 / -4.3
M in g mol⁻¹: 684.7
<S²>: 2.042
Frontier orbital gap (alpha / beta) in eV: 6.32 / 7.06
Net charge: +1
2S+1: 3

***

Here is one molecule with the formula C10H11FO5 in a non-equilibrium geometry from the Open Molecules 2025 dataset. Energies are from wB97M-V/def2-TZVPD.

Structure (XYZ):
```
27
Properties=species:S:1:pos:R:3:forces:R:3:lowdin_charge:R:1
C 1.981 -1.975 0.283 -0.12 0.98 0.16 -0.06
C 2.264 -0.591 -0.507 -0.98 -1.40 -1.26 -0.21
O 2.091 0.577 0.368 -1.46 1.18 -1.22 -0.07
C 1.821 1.733 -0.418 2.96 1.01 -3.21 -0.37
O 2.615 1.988 -1.368 -3.13 -0.91 3.32 0.05
C 0.615 2.761 -0.153 -0.35 -0.59 1.81 -0.08
C -0.763 2.023 0.285 0.47 0.20 0.17 -0.18
C -1.301 0.966 -0.797 0.28 -1.45 -0.33 -0.10
C -1.686 -0.449 -0.120 -0.95 0.06 2.58 0.00
C -2.137 -0.671 1.207 0.69 -0.33 -2.54 -0.04
F -2.403 0.231 2.256 0.76 -2.49 -2.80 0.06
C -2.341 -2.240 1.397 -1.11 1.32 3.65 -0.28
O -2.635 -2.670 2.529 1.16 0.46 -5.07 0.13
O -2.183 -2.895 0.144 0.80 2.30 1.19 0.09
C -1.649 -1.902 -0.777 0.69 -0.12 -3.09 -0.29
O -1.276 -2.240 -1.927 -1.67 1.57 5.30 0.11
H 2.661 -2.815 -0.119 -1.10 1.42 0.78 0.09
H 2.161 -1.751 1.396 -0.12 -0.68 -1.64 0.09
H 0.874 -2.283 0.151 1.91 0.46 0.24 0.06
H 1.434 -0.503 -1.309 1.52 -0.19 1.02 0.12
H 3.265 -0.614 -1.054 -1.27 0.34 1.06 0.13
H 0.463 3.515 -0.999 0.60 -1.52 0.90 0.13
H 0.929 3.382 0.775 -0.42 -0.96 -1.49 0.13
H -0.527 1.531 1.306 -0.62 0.67 -1.82 0.12
H -1.577 2.817 0.441 1.30 -1.15 -0.08 0.12
H -0.494 0.712 -1.589 -1.21 0.49 1.27 0.12
H -2.201 1.365 -1.400 1.36 -0.68 1.12 0.13
```
Positions in Å, forces in eV/Å.

Energy relative to the best compared isomer or geometry (same formula, charge and spin) in kcal per mole: 12.62
LUMO in eV: -1.4
SMILES: CCOC(=O)CCCC1=C(F)C(=O)OC1=O
M in g mol⁻¹: 230.2
Frontier orbital gap in eV: 9.17
2S+1: 1